4 unconnected molecules or ions with the total composition C36H69ClF3IN4O10PS2. Source: OMol25; level of theory: ωB97M-V with the def2-TZVPD basis set.

Output
* net charge: +1
* E_LUMO: -0.200 Ha
* 2S+1: 1
* electronic energy: -124590.09607 eV
* highest occupied orbital energy: -10.21 eV

Each line ends with the Mulliken charge.
Cartesian coordinates (Å):
C (-3.855, 7.862, -4.991)  -0.730
C (-2.262, 8.327, -5.200)  -0.189
O (-1.468, 8.160, -3.966)  -0.313
C (-0.860, 6.813, -3.893)  0.323
O (-1.615, 5.711, -4.146)  -0.534
C (0.730, 6.544, -3.453)  -0.378
C (0.939, 4.939, -3.189)  -0.464
C (2.483, 4.494, -2.831)  -0.215
C (2.663, 3.735, -1.391)  0.738
C (2.009, 2.196, -1.325)  -1.168
I (1.036, 1.256, -3.100)  0.111
C (2.045, 1.292, 0.059)  1.203
C (1.377, -0.205, 0.096)  -0.334
O (1.934, -1.140, -0.713)  -0.378
O (0.268, -0.655, 0.951)  -0.155
S (-1.257, -0.246, 0.310)  0.999
O (-2.229, -0.027, 1.534)  -0.547
O (-1.298, 1.071, -0.501)  -0.487
C (-1.908, -1.753, -0.626)  0.625
F (-2.727, -1.290, -1.779)  -0.163
F (-0.741, -2.588, -1.097)  -0.213
F (-2.710, -2.655, 0.283)  -0.177
C (2.783, 2.035, 1.363)  -0.045
C (2.789, 1.179, 2.760)  -0.946
C (1.338, 1.517, 3.510)  -0.004
C (1.271, 1.014, 5.068)  -0.761
C (0.391, 2.136, 5.907)  -0.418
C (-1.223, 1.735, 6.011)  -0.485
C (-1.697, 1.930, 7.572)  -0.681
C (-3.327, 2.096, 7.756)  -0.448
O (-3.885, 3.318, 7.144)  -0.313
C (-5.073, 3.765, 7.921)  -0.639
C (3.447, 3.558, 1.176)  0.463
C (4.189, 4.148, 2.535)  -1.027
C (3.143, 4.667, 3.694)  0.525
C (4.058, 5.599, 4.738)  -1.081
Cl (1.719, 5.673, 3.065)  -0.140
N (3.367, 4.336, -0.156)  0.548
P (4.047, 6.009, -0.323)  0.065
S (2.595, 7.313, 0.023)  -0.287
H (-4.086, 7.049, -5.816)  0.234
H (-3.850, 7.264, -3.957)  0.218
H (-4.594, 8.770, -4.989)  0.278
H (-2.308, 9.475, -5.445)  0.272
H (-1.823, 7.752, -6.135)  0.254
H (0.907, 7.135, -2.442)  0.074
H (1.489, 6.933, -4.257)  0.342
H (0.613, 4.350, -4.174)  0.251
H (0.250, 4.582, -2.287)  0.288
H (2.798, 3.703, -3.667)  -0.151
H (3.163, 5.427, -3.003)  0.245
H (2.790, 0.015, 2.492)  0.373
H (3.718, 1.347, 3.449)  0.395
H (0.416, 1.012, 2.954)  0.043
H (1.174, 2.687, 3.369)  0.148
H (0.650, 0.004, 5.088)  0.360
H (2.331, 0.814, 5.520)  0.371
H (0.421, 3.195, 5.357)  0.170
H (0.841, 2.192, 7.000)  0.373
H (-1.885, 2.460, 5.348)  0.274
H (-1.451, 0.637, 5.671)  0.276
H (-1.189, 2.846, 8.115)  0.319
H (-1.399, 0.938, 8.162)  0.271
H (-3.939, 1.140, 7.397)  0.245
H (-3.521, 2.186, 8.919)  0.367
H (-4.803, 4.581, 8.736)  0.240
H (-5.909, 4.250, 7.243)  0.231
H (-5.599, 2.881, 8.511)  0.283
H (4.755, 3.210, 3.009)  0.368
H (5.022, 4.940, 2.321)  0.389
H (2.823, 3.724, 4.347)  -0.011
H (4.984, 4.906, 5.028)  0.302
H (4.518, 6.534, 4.201)  0.314
H (3.497, 5.835, 5.740)  0.335
H (5.075, 6.314, 0.637)  0.162
H (4.662, 6.224, -1.640)  0.168
C (-4.279, -7.660, 0.370)  -1.442
C (-3.863, -6.251, 0.786)  0.628
C (-3.295, -6.175, 2.221)  -0.695
O (-4.287, -6.227, 3.250)  -0.405
C (-4.716, -7.538, 3.584)  -0.637
N (-5.008, -5.344, 0.610)  -0.717
H (-5.219, -7.975, 0.828)  0.267
H (-4.424, -7.708, -0.716)  0.218
H (-3.507, -8.390, 0.633)  0.390
H (-3.068, -5.935, 0.101)  0.310
H (-2.804, -5.201, 2.337)  0.278
H (-2.519, -6.932, 2.389)  0.427
H (-3.908, -8.271, 3.508)  0.293
H (-5.557, -7.828, 2.950)  0.237
H (-5.075, -7.525, 4.617)  0.260
H (-4.699, -4.390, 0.799)  0.225
H (-5.667, -5.538, 1.369)  0.343
C (6.559, -0.248, -3.736)  -1.553
C (5.518, 0.818, -3.403)  0.598
C (4.700, 1.286, -4.629)  0.260
O (5.400, 2.184, -5.495)  -0.450
C (6.264, 1.548, -6.423)  -0.672
N (6.188, 1.948, -2.739)  -0.683
H (7.435, 0.161, -4.245)  0.303
H (6.920, -0.726, -2.818)  0.375
H (6.129, -1.031, -4.369)  0.353
H (4.815, 0.370, -2.691)  0.253
H (3.835, 1.849, -4.259)  -0.562
H (4.298, 0.436, -5.193)  0.473
H (5.869, 0.588, -6.767)  0.313
H (7.255, 1.420, -5.984)  0.237
H (6.374, 2.207, -7.290)  0.267
H (5.477, 2.614, -2.434)  0.154
H (6.705, 2.460, -3.460)  0.366
C (-3.952, -9.130, -5.067)  -1.350
C (-3.600, -10.454, -4.394)  0.309
C (-3.296, -10.316, -2.884)  -0.476
O (-2.004, -9.778, -2.591)  -0.413
C (-1.932, -8.362, -2.646)  -0.516
N (-2.477, -11.073, -5.115)  -0.732
H (-3.079, -8.496, -5.235)  0.259
H (-4.405, -9.313, -6.049)  0.346
H (-4.675, -8.567, -4.469)  0.336
H (-4.473, -11.109, -4.494)  0.405
H (-3.302, -11.322, -2.447)  0.366
H (-4.080, -9.750, -2.365)  0.225
H (-2.858, -7.887, -2.308)  0.154
H (-1.684, -8.040, -3.659)  0.263
H (-1.118, -8.038, -1.991)  0.276
H (-2.307, -11.999, -4.720)  0.272
H (-1.633, -10.548, -4.869)  0.309

=====

4 unconnected molecules or ions with the total composition C36H71BF3O8S3. Source: OMol25; level of theory: ωB97M-V with the def2-TZVPD basis set.

Output
* net charge: -1
* E_LUMO: 0.072 Ha
* 2S+1: 1
* electronic energy: -96187.13392 eV
* highest occupied orbital energy: -4.85 eV

Each line ends with the Mulliken charge.
Cartesian coordinates (Å):
C (-7.842, -6.523, -4.844)  -0.975
C (-6.601, -5.503, -5.236)  -0.161
C (-5.263, -5.931, -4.388)  -0.589
C (-5.064, -5.022, -3.013)  0.056
C (-3.532, -5.391, -2.459)  -0.693
C (-3.220, -4.508, -1.103)  0.555
C (-3.091, -5.535, 0.182)  -0.805
C (-2.507, -4.754, 1.521)  -0.525
C (-0.957, -4.215, 1.330)  0.120
C (0.002, -4.596, 2.613)  -0.897
C (1.453, -3.783, 2.621)  -0.348
C (1.927, -3.347, 1.112)  0.329
C (3.537, -3.076, 0.944)  -0.740
C (4.207, -2.142, 2.113)  -0.706
C (3.674, -0.589, 2.097)  0.725
C (4.662, 0.471, 1.328)  -0.545
B (4.423, 2.052, 1.712)  0.707
C (2.832, 2.537, 1.623)  0.760
C (1.965, 2.212, 2.975)  -0.100
O (0.894, 3.171, 3.281)  -0.345
C (0.155, 3.593, 2.081)  0.324
O (-0.380, 2.755, 1.160)  -0.593
C (-0.043, 5.244, 1.900)  0.062
C (-1.521, 5.589, 2.567)  -0.913
C (5.320, 3.120, 0.832)  -0.243
C (4.673, 3.514, -0.629)  -0.081
C (5.683, 4.496, -1.532)  0.765
F (5.000, 5.808, -1.816)  -0.311
F (5.914, 3.881, -2.892)  -0.304
F (6.965, 4.796, -0.818)  -0.256
H (-8.724, -6.272, -5.576)  0.294
H (-8.120, -6.315, -3.710)  0.231
H (-7.560, -7.660, -4.923)  0.273
H (-6.942, -4.400, -4.965)  0.071
H (-6.322, -5.511, -6.377)  0.293
H (-4.300, -5.753, -5.054)  0.272
H (-5.312, -7.062, -4.061)  0.261
H (-5.205, -3.884, -3.250)  -0.085
H (-5.843, -5.377, -2.210)  0.192
H (-3.538, -6.562, -2.261)  0.271
H (-2.775, -5.175, -3.341)  0.252
H (-4.066, -3.698, -0.913)  0.149
H (-2.178, -3.950, -1.212)  -0.422
H (-4.149, -6.014, 0.420)  0.301
H (-2.348, -6.425, -0.024)  0.296
H (-2.572, -5.512, 2.415)  0.326
H (-3.251, -3.837, 1.695)  0.241
H (-0.993, -3.045, 1.115)  0.019
H (-0.509, -4.707, 0.341)  0.176
H (0.187, -5.763, 2.570)  0.220
H (-0.643, -4.398, 3.582)  0.301
H (2.207, -4.490, 3.188)  0.221
H (1.297, -2.824, 3.277)  0.169
H (1.283, -2.415, 0.775)  -0.315
H (1.671, -4.262, 0.392)  0.285
H (4.177, -4.063, 0.812)  0.344
H (3.671, -2.478, -0.079)  0.132
H (5.377, -2.106, 1.876)  0.312
H (4.084, -2.685, 3.163)  0.287
H (2.586, -0.454, 1.646)  -0.487
H (3.584, -0.254, 3.234)  0.048
H (5.773, 0.182, 1.656)  0.102
H (4.643, 0.377, 0.158)  -0.122
H (4.735, 2.203, 2.851)  -0.149
H (2.881, 3.724, 1.500)  -0.588
H (2.377, 2.008, 0.666)  -0.302
H (1.503, 1.131, 2.835)  0.053
H (2.759, 2.110, 3.861)  0.225
H (0.057, 5.572, 0.782)  0.344
H (0.765, 5.794, 2.585)  -0.112
H (-1.481, 6.634, 3.103)  0.291
H (-2.282, 5.607, 1.650)  0.236
H (-1.785, 4.764, 3.362)  0.290
H (6.437, 2.785, 0.709)  0.173
H (5.351, 4.127, 1.472)  -0.350
H (4.458, 2.585, -1.315)  0.028
H (3.657, 4.128, -0.544)  0.064
C (1.646, 0.814, -2.050)  0.071
C (1.473, 0.456, -3.526)  -0.940
C (0.777, -0.902, -3.590)  -0.866
S (-0.203, -1.032, -2.102)  1.162
O (0.336, -2.102, -1.288)  -0.562
O (-1.608, -0.952, -2.448)  -0.613
C (0.304, 0.524, -1.396)  -0.900
H (1.941, 1.859, -1.918)  0.294
H (2.425, 0.183, -1.606)  0.029
H (0.849, 1.215, -4.014)  0.342
H (2.433, 0.434, -4.052)  0.361
H (0.124, -0.978, -4.463)  0.413
H (1.500, -1.722, -3.593)  0.379
H (0.365, 0.439, -0.309)  0.399
H (-0.441, 1.276, -1.674)  0.377
C (3.428, 6.519, 4.823)  -0.571
C (4.533, 6.592, 5.876)  -0.706
C (5.473, 5.412, 5.637)  -0.734
S (5.366, 5.032, 3.895)  1.072
O (4.773, 3.720, 3.745)  -0.687
O (6.612, 5.399, 3.250)  -0.790
C (4.134, 6.258, 3.501)  -0.421
H (2.837, 7.439, 4.788)  0.442
H (2.750, 5.689, 5.056)  0.260
H (5.085, 7.533, 5.759)  0.296
H (4.126, 6.574, 6.891)  0.351
H (6.506, 5.663, 5.892)  0.350
H (5.155, 4.528, 6.197)  0.354
H (3.467, 5.881, 2.724)  0.047
H (4.654, 7.154, 3.149)  0.456
C (-5.252, 1.373, -3.670)  -0.705
C (-5.912, 1.453, -2.294)  -0.607
C (-6.982, 0.365, -2.236)  -0.724
S (-6.438, -0.931, -3.339)  1.148
O (-7.371, -1.017, -4.444)  -0.729
O (-6.051, -2.090, -2.560)  -0.627
C (-4.966, -0.102, -3.906)  -0.466
H (-4.337, 1.972, -3.717)  0.364
H (-5.943, 1.749, -4.434)  0.321
H (-5.159, 1.272, -1.517)  0.295
H (-6.343, 2.442, -2.109)  0.325
H (-7.090, -0.040, -1.226)  0.353
H (-7.947, 0.733, -2.595)  0.341
H (-4.782, -0.342, -4.954)  0.455
H (-4.130, -0.445, -3.288)  0.204

=====

A molecular structure, C36H71FIN3O11. Source: OMol25; level of theory: ωB97M-V with the def2-TZVPD basis set.

Output
* net charge: 0
* E_LUMO: -0.048 Ha
* 2S+1: 1
* electronic energy: -76288.49103 eV
* highest occupied orbital energy: -9.16 eV

Each line ends with the Mulliken charge.
Cartesian coordinates (Å):
C (0.947, 3.533, 2.002)  -1.331
C (-0.138, 2.608, 2.558)  -0.514
C (-1.303, 2.336, 1.586)  -0.752
C (-1.256, 1.050, 0.728)  0.040
C (0.184, 0.720, 0.329)  -2.366
C (-2.003, -0.198, 1.346)  4.176
C (-1.926, -1.224, 0.284)  -1.095
N (-1.782, -2.002, -0.547)  -0.675
C (-1.226, -0.731, 2.581)  -1.298
C (-1.828, -1.830, 3.465)  -1.378
C (-1.643, -3.254, 2.929)  -0.946
C (-0.172, -3.719, 2.983)  -1.021
C (0.340, -4.233, 1.636)  1.250
C (-0.271, -5.591, 1.292)  -0.826
C (0.149, -6.191, -0.060)  -0.880
C (0.404, -5.172, -1.157)  -0.459
O (1.717, -4.642, -1.025)  -0.429
C (1.810, -3.283, -1.376)  -0.404
C (-3.541, 0.111, 1.579)  0.090
I (-4.808, -1.656, 1.510)  0.280
C (-4.027, 0.914, 0.455)  -0.095
N (-4.327, 1.578, -0.430)  -0.447
C (-3.909, 0.831, 2.900)  -0.498
O (-3.262, 0.757, 3.889)  -0.343
N (-5.097, 1.659, 2.854)  -0.136
C (-6.369, 1.114, 2.815)  0.571
O (-7.265, 1.412, 2.111)  -0.462
F (-6.482, 0.184, 3.779)  -0.210
H (0.501, 4.398, 1.506)  0.369
H (1.563, 3.915, 2.819)  0.420
H (1.617, 3.022, 1.310)  0.144
H (-0.558, 3.088, 3.446)  0.508
H (0.325, 1.683, 2.906)  0.163
H (-2.231, 2.404, 2.149)  0.089
H (-1.341, 3.169, 0.878)  0.661
H (-1.752, 1.292, -0.213)  0.723
H (0.210, -0.019, -0.473)  0.577
H (0.816, 0.406, 1.157)  0.210
H (0.612, 1.636, -0.083)  0.678
H (-1.012, 0.126, 3.211)  0.150
H (-0.264, -1.095, 2.212)  0.545
H (-1.293, -1.775, 4.418)  0.420
H (-2.872, -1.640, 3.710)  0.355
H (-2.252, -3.914, 3.552)  0.460
H (-2.010, -3.329, 1.902)  0.362
H (0.463, -2.878, 3.284)  0.385
H (-0.039, -4.484, 3.752)  0.647
H (1.429, -4.303, 1.633)  0.384
H (0.030, -3.502, 0.882)  -1.107
H (-0.009, -6.290, 2.093)  0.276
H (-1.363, -5.498, 1.307)  0.330
H (-0.651, -6.849, -0.410)  0.434
H (1.045, -6.807, 0.056)  0.294
H (0.318, -5.652, -2.140)  0.444
H (-0.339, -4.367, -1.109)  0.235
H (1.345, -2.641, -0.616)  -0.060
H (1.320, -3.077, -2.334)  0.325
H (2.869, -3.036, -1.440)  0.355
H (-5.025, 2.411, 2.176)  0.339
C (-6.692, 4.291, -4.645)  -0.670
O (-6.483, 3.229, -5.558)  -0.381
C (-5.357, 3.411, -6.397)  -0.497
C (-4.164, 2.612, -5.920)  -0.637
O (-3.685, 3.077, -4.671)  -0.213
C (-4.070, 2.273, -3.568)  -0.877
H (-7.463, 3.969, -3.947)  0.253
H (-5.782, 4.528, -4.089)  0.252
H (-7.039, 5.191, -5.165)  0.327
H (-5.091, 4.472, -6.458)  0.294
H (-5.633, 3.073, -7.400)  0.370
H (-3.354, 2.720, -6.650)  0.368
H (-4.425, 1.551, -5.860)  0.456
H (-3.521, 1.324, -3.568)  0.364
H (-5.142, 2.066, -3.570)  0.355
H (-3.821, 2.821, -2.664)  0.236
C (4.239, -4.445, 2.992)  -0.884
O (3.198, -5.168, 3.621)  -0.272
C (3.233, -6.560, 3.351)  -0.110
C (3.800, -7.344, 4.513)  -0.777
O (5.167, -7.046, 4.736)  -0.368
C (5.387, -6.154, 5.812)  -0.671
H (4.226, -3.436, 3.404)  0.228
H (5.216, -4.896, 3.183)  0.428
H (4.077, -4.387, 1.909)  0.352
H (3.814, -6.760, 2.446)  0.355
H (2.204, -6.888, 3.171)  0.138
H (3.725, -8.412, 4.289)  0.403
H (3.213, -7.145, 5.416)  0.347
H (5.185, -6.641, 6.772)  0.331
H (4.765, -5.259, 5.728)  0.265
H (6.436, -5.864, 5.781)  0.239
C (6.499, 2.089, -0.201)  -0.639
O (6.594, 0.853, 0.483)  -0.381
C (5.781, 0.777, 1.640)  -0.710
C (4.513, -0.007, 1.387)  -0.421
O (3.662, 0.650, 0.461)  -0.125
C (3.715, 0.101, -0.844)  -0.471
H (7.020, 1.973, -1.149)  0.243
H (5.459, 2.364, -0.395)  0.231
H (6.980, 2.890, 0.371)  0.334
H (5.530, 1.781, 2.000)  0.333
H (6.359, 0.273, 2.421)  0.398
H (3.964, -0.108, 2.329)  0.354
H (4.761, -1.012, 1.031)  0.333
H (3.222, -0.875, -0.866)  -0.221
H (4.746, -0.010, -1.189)  0.499
H (3.187, 0.778, -1.514)  0.287
C (-0.184, 7.717, -6.179)  -0.723
O (-1.241, 7.046, -5.522)  -0.383
C (-1.130, 5.631, -5.561)  -0.298
C (-0.610, 5.071, -4.258)  -0.277
O (0.732, 5.464, -4.012)  -0.419
C (0.851, 6.521, -3.081)  -0.650
H (-0.275, 8.776, -5.941)  0.251
H (0.792, 7.357, -5.845)  0.309
H (-0.256, 7.594, -7.266)  0.318
H (-0.481, 5.322, -6.387)  0.331
H (-2.129, 5.224, -5.739)  0.119
H (-0.631, 3.979, -4.313)  0.297
H (-1.261, 5.379, -3.433)  0.305
H (0.610, 6.181, -2.067)  0.235
H (0.200, 7.361, -3.338)  0.326
H (1.888, 6.855, -3.099)  0.252